The following is a quantum chemistry calculation of a structure of composition CI3O2S, from the OMol25 dataset.

Properties
- LUMO energy (alpha / beta): 2.7013 / 2.7005 eV
- E_HOMO (alpha / beta): -4.041 / -4.042 eV
- Total energy: -1479.8625 hartree
- Frontier orbital gap (alpha / beta): 0.248 / 0.248 Ha
- ΔE to the lowest compared entry with this formula, charge and spin: 25.8 kcal/mol

```
! RIJCOSX wB97M-V def2-TZVPD def2/J DEFGRID3
* xyz -1 1
C -1.612 -0.034 -0.661
O 2.608 0.394 1.263
O 2.583 -0.748 -0.896
S 1.946 0.216 -0.018
I -1.480 2.078 -0.031
I -0.357 -1.197 0.788
I -3.688 -0.709 -0.446
*
```

The following is a quantum chemistry calculation of a structure of composition C4H9NO2, from the OMol25 dataset.

Properties
- LUMO energy: 0.8028 eV
- E_HOMO: -7.813 eV
- Total energy: -362.9287 hartree
- Frontier orbital gap: 0.317 Ha
- ΔE to the lowest compared entry with this formula, charge and spin: 98.4 kcal/mol

```
! RIJCOSX wB97M-V def2-TZVPD def2/J DEFGRID3
* xyz 0 1
C -0.486 1.622 0.048
N -0.401 0.384 -0.720
C 1.163 -0.660 -0.380
C 1.974 -0.344 0.639
H -0.293 0.502 -1.722
H 1.551 -0.872 -1.366
H 0.299 2.301 -0.285
H -1.459 2.094 -0.095
H -0.337 1.403 1.103
H 1.601 -0.174 1.641
H 3.045 -0.410 0.506
C -1.127 -0.862 -0.320
O -1.884 -0.657 0.846
O -0.077 -1.718 -0.162
H -1.747 -1.451 1.384
H -1.821 -1.158 -1.117
*
```

The following is a quantum chemistry calculation of a structure of composition C16H19AsCl3F6GeNSeSiTeV, from the OMol25 dataset.

Properties
- LUMO energy (alpha / beta): -9.1687 / -7.5901 eV
- E_HOMO (alpha / beta): -15.204 / -15.203 eV
- Total energy: -10870.9184 hartree
- Frontier orbital gap (alpha / beta): 0.222 / 0.280 Ha
- ΔE to the lowest compared entry with this formula, charge and spin: 0.0 kcal/mol

```
! RIJCOSX wB97M-V def2-TZVPD def2/J DEFGRID3
* xyz 2 2
V -0.268 0.412 -0.875
N 0.520 -0.192 2.194
C 0.081 0.088 1.153
Cl 1.397 0.064 -2.669
Ge 1.880 -0.433 0.087
Cl 3.429 0.888 0.504
Cl 2.427 -2.440 0.231
C 2.373 -0.392 -5.622
Si 0.997 0.598 -4.907
C -0.702 -0.075 -5.140
C 1.196 2.423 -4.917
Se -1.172 -1.731 -1.223
H 2.335 -0.278 -6.710
H 2.281 -1.455 -5.398
H 3.350 -0.038 -5.290
H -0.967 0.037 -6.196
H -1.445 0.467 -4.555
H -0.751 -1.138 -4.902
H 1.078 2.766 -5.950
H 2.188 2.725 -4.582
H 0.443 2.931 -4.315
Te -2.752 -2.017 0.752
C -3.221 -4.020 0.401
C -3.213 -4.588 -0.868
C -3.580 -5.918 -0.997
C -3.947 -6.654 0.123
C -3.944 -6.074 1.383
C -3.572 -4.745 1.535
C -4.415 -1.051 -0.051
C -4.743 0.173 0.526
C -5.863 0.845 0.059
C -6.627 0.293 -0.959
C -6.290 -0.936 -1.517
C -5.178 -1.625 -1.063
H -2.922 -4.021 -1.743
H -3.579 -6.380 -1.975
H -4.232 -7.691 0.011
H -4.224 -6.653 2.252
H -3.560 -4.300 2.523
H -4.154 0.597 1.329
H -6.141 1.793 0.499
H -7.504 0.818 -1.315
H -6.903 -1.363 -2.298
H -4.931 -2.593 -1.476
F 0.109 2.453 -0.793
As -1.609 2.892 -1.294
F -1.928 1.472 -0.172
F -1.255 1.454 -2.393
F -3.213 2.881 -1.786
F -1.017 3.949 -2.453
F -1.747 3.971 -0.026
*
```

The following is a quantum chemistry calculation of the molecule CH2N2OS2, from the OMol25 dataset.

Properties
- LUMO energy: 0.1276 eV
- E_HOMO: -9.056 eV
- Total energy: -1020.3372 hartree
- Frontier orbital gap: 0.337 Ha
- ΔE to the lowest compared entry with this formula, charge and spin: 34.5 kcal/mol

```
! RIJCOSX wB97M-V def2-TZVPD def2/J DEFGRID3
* xyz 0 1
C 0.608 -0.100 -1.127
N 1.438 0.337 -0.203
N -0.606 0.323 1.156
O -1.091 -1.767 -0.017
S 1.090 0.727 1.279
S -1.093 -0.334 -0.319
H 0.824 -0.201 -2.276
H -1.171 1.014 1.506
*
```

The following is a quantum chemistry calculation of a structure of composition C22H28BMoN8S2, from the OMol25 dataset.

Properties
- LUMO energy (alpha / beta): -4.3887 / -4.3899 eV
- E_HOMO (alpha / beta): -10.789 / -10.787 eV
- Total energy: -2182.1365 hartree
- Frontier orbital gap (alpha / beta): 0.235 / 0.235 Ha
- ΔE to the lowest compared entry with this formula, charge and spin: 206.3 kcal/mol

```
! RIJCOSX wB97M-V def2-TZVPD def2/J DEFGRID3
* xyz 1 1
Mo -0.870 1.410 1.017
C -2.930 -1.891 4.156
C -2.258 -1.582 2.811
C -2.527 -0.111 2.491
C -0.854 -2.165 2.801
C -0.608 -3.500 3.135
C 0.714 -3.740 2.831
N 1.266 -2.618 2.368
N 0.315 -1.656 2.362
B 2.418 -2.507 1.348
N 1.835 -2.444 -0.065
C 2.320 -3.010 -1.191
C 1.653 -2.471 -2.260
C 0.744 -1.549 -1.690
N 0.869 -1.538 -0.374
C -0.186 -0.659 -2.478
C -0.821 -1.469 -3.621
C -1.349 0.067 -1.796
N 3.092 -1.125 1.617
C 4.347 -0.795 1.316
C 4.395 0.530 0.935
C 3.083 1.002 0.985
N 2.326 -0.025 1.432
C 2.684 2.363 0.433
C 3.692 3.420 0.907
C 1.283 2.944 0.639
H -3.970 -1.566 4.135
H -2.924 -2.954 4.384
H -2.424 -1.365 4.967
H -2.767 -2.166 2.037
H -2.116 0.565 3.231
H -2.307 0.098 1.398
H -3.609 0.029 2.509
H -1.316 -4.209 3.523
H 1.298 -4.643 2.887
H 3.211 -3.386 1.492
H 3.104 -3.749 -1.146
H 1.794 -2.714 -3.298
H 0.443 0.105 -2.947
H -1.407 -2.297 -3.219
H -1.478 -0.840 -4.222
H -0.064 -1.882 -4.283
H -1.218 0.771 -0.944
H -1.782 0.734 -2.544
H -2.150 -0.615 -1.509
H 5.121 -1.544 1.354
H 5.268 1.075 0.627
H 2.815 2.234 -0.647
H 3.638 3.544 1.990
H 4.715 3.161 0.644
H 3.470 4.379 0.441
H 1.057 3.136 1.681
H 1.265 3.915 0.141
H 0.518 2.386 0.011
S 0.530 0.157 1.859
C -0.886 2.671 3.088
C -0.066 1.739 3.274
N 0.769 0.752 3.408
C -1.817 3.592 2.699
S -2.406 3.392 1.128
C -2.256 4.647 3.565
N -2.609 5.491 4.259
*
```

The following is a quantum chemistry calculation of the molecule C2HNOS, from the OMol25 dataset.

Properties
- LUMO energy: -1.2098 eV
- E_HOMO: -9.807 eV
- Total energy: -604.8264 hartree
- Frontier orbital gap: 0.316 Ha
- ΔE to the lowest compared entry with this formula, charge and spin: 100.8 kcal/mol

```
! RIJCOSX wB97M-V def2-TZVPD def2/J DEFGRID3
* xyz 0 1
O -0.801 -1.101 2.742
C -0.742 -0.009 1.671
N -0.191 0.280 0.483
C -1.176 1.152 0.980
S -2.040 2.439 0.681
H 0.205 -0.145 -0.340
*
```

The following is a quantum chemistry calculation of the molecule C15H16FN5S, from the OMol25 dataset.

Properties
- LUMO energy: 0.5355 eV
- E_HOMO: -8.073 eV
- Total energy: -1353.0496 hartree
- Frontier orbital gap: 0.316 Ha

```
! RIJCOSX wB97M-V def2-TZVPD def2/J DEFGRID3
* xyz 0 1
F 4.959 2.258 -3.896
C 3.778 1.842 -3.391
C 3.748 0.736 -2.561
C 2.540 0.312 -2.041
C 1.365 0.986 -2.364
N 0.123 0.625 -1.839
C -0.329 -0.626 -1.512
S 0.467 -2.010 -1.937
N -1.524 -0.653 -0.870
C -2.163 -1.907 -0.542
C -1.962 -2.233 0.945
N -2.023 -1.006 1.713
C -1.078 -0.724 2.637
N -0.284 -1.727 3.031
C 0.605 -1.452 3.963
C 0.729 -0.193 4.533
C -0.141 0.774 4.053
N -1.034 0.529 3.113
C -2.782 0.052 1.102
C -2.072 0.506 -0.187
C 1.424 2.109 -3.189
C 2.628 2.542 -3.707
H 4.664 0.219 -2.323
H 2.511 -0.543 -1.389
H -0.587 1.338 -1.948
H -1.722 -2.691 -1.160
H -3.226 -1.821 -0.785
H -2.736 -2.931 1.283
H -0.984 -2.687 1.115
H 1.239 -2.279 4.259
H 1.457 0.021 5.297
H -0.125 1.792 4.423
H -3.788 -0.318 0.889
H -2.843 0.885 1.802
H -1.256 1.178 0.093
H -2.778 1.045 -0.834
H 0.516 2.646 -3.428
H 2.682 3.407 -4.349
*
```

The following is a quantum chemistry calculation of the molecule CH2N2O2S, from the OMol25 dataset.

Properties
- LUMO energy (alpha / beta): -3.2634 / -3.2683 eV
- E_HOMO (alpha / beta): -9.253 / -9.251 eV
- Total energy: -697.2122 hartree
- Frontier orbital gap (alpha / beta): 0.220 / 0.220 Ha
- ΔE to the lowest compared entry with this formula, charge and spin: 212.6 kcal/mol

```
! RIJCOSX wB97M-V def2-TZVPD def2/J DEFGRID3
* xyz 0 1
C -0.423 0.232 1.431
N -0.105 1.333 2.067
N 0.042 -0.242 0.306
O 0.809 2.461 -0.029
O 0.562 2.287 1.312
S -1.624 -0.605 2.331
H 0.996 -0.043 -0.220
H -0.469 -0.957 -0.107
*
```